15
Properties=species:S:1:pos:R:3:forces:R:3 method="wB97M-V/def2-TZVPD" e_above_lowest_kcal_mol=97.8 orbital_gap_ev=8.437 smiles=Cc1cnn(C)c1 lumo_ev=0.98 homo_ev=-7.46
C 2.414689 -0.537554 0.196359 -0.373 0.626 -0.504
C 1.121576 0.289538 -0.002392 -1.772 0.633 -0.869
C 0.618623 1.539211 0.293112 -3.257 1.026 2.710
N -0.999221 1.471677 0.648511 5.012 0.477 -1.676
N -1.216210 0.309408 0.060202 0.958 -0.688 -1.152
C -2.482358 -0.434289 -0.036083 -0.002 0.386 -0.130
C -0.115572 -0.226485 -0.494611 -0.066 -2.399 0.567
H 3.337414 0.005357 -0.025572 -0.183 0.053 -0.043
H 2.396525 -1.453006 -0.412076 -0.131 0.375 0.014
H 2.499811 -0.885640 1.246192 -0.383 0.423 -0.493
H 1.037440 2.536192 0.184707 0.127 -0.210 1.127
H -2.938898 -0.194317 -0.998158 -0.164 -0.002 0.099
H -3.166003 -0.160544 0.768846 0.255 0.125 -0.069
H -2.280493 -1.513800 0.000955 -0.014 0.494 0.090
H -0.227326 -0.745748 -1.429990 -0.008 -1.319 0.330